1.
Computed, not measured: a cluster of 3 separate species, C4H13NO2 in total, with ωB97M-V/def2-TZVPD.

Each atom is followed by the atoms it is bonded to, with distances in Å.
Positions of all 20 atoms, in Å:
1 C 1.28 -0.08 0.26  C2 1.335, H6 1.103, H7 1.053
2 C -0.02 -0.08 -0.08  C1 1.335, C3 1.498, H8 1.074
3 C -0.81 1.02 0.56  C2 1.498, C4 1.556, H9 1.095, H10 1.109
4 C -1.28 1.96 -0.59  C3 1.556, N5 1.434, H11 1.201, H12 1.102
5 N -0.23 2.56 -1.36  C4 1.434, H13 1.000, H14 1.007
6 H 1.60 0.75 0.91  C1 1.103
7 H 2.06 -0.60 -0.21  C1 1.053
8 H -0.46 -0.77 -0.77  C2 1.074
9 H -1.76 0.60 0.92  C3 1.095
10 H -0.38 1.43 1.49  C3 1.109
11 H -1.96 2.80 -0.07  C4 1.201
12 H -2.04 1.45 -1.21  C4 1.102
13 H 0.66 2.48 -0.92  N5 1.000
14 H -0.24 2.42 -2.36  N5 1.007
15 O 1.79 -2.93 -1.20  H16 0.978, H17 0.973
16 H 0.83 -2.94 -0.99  O15 0.978
17 H 2.07 -3.18 -0.30  O15 0.973
18 O -0.36 -2.41 1.63  H19 0.960, H20 0.959
19 H -0.19 -2.98 2.39  O18 0.960
20 H -0.55 -1.51 1.88  O18 0.959

Calculated values
HOMO energy: -8.762 eV
SMILES: C=CCCN.O.O
electronic energy: -365.37335 Eh

---

2.
Computed, not measured: a cluster of 3 separate species, C4H13NO2 in total, with ωB97M-V/def2-TZVPD.

Each atom is followed by the atoms it is bonded to, with distances in Å.
Positions of all 20 atoms, in Å:
1 C 1.50 0.77 -0.90  C2 1.533, H6 1.124, H7 1.111, H8 1.094
2 C 0.96 -0.12 0.22  C1 1.533, C3 1.528, C4 1.317
3 C 1.85 0.06 1.45  C2 1.528, H9 1.090, H10 1.163, H11 1.052
4 C 0.02 -1.05 0.20  C2 1.317, N5 1.385, H12 1.178
5 N -0.62 -1.62 -0.88  C4 1.385, H13 1.008, H14 1.034
6 H 1.71 1.85 -0.68  C1 1.124
7 H 2.46 0.34 -1.27  C1 1.111
8 H 0.76 0.58 -1.69  C1 1.094
9 H 1.83 1.11 1.72  C3 1.090
10 H 1.51 -0.83 2.12  C3 1.163
11 H 2.88 -0.09 1.30  C3 1.052
12 H -0.16 -1.49 1.28  C4 1.178
13 H -1.33 -2.34 -0.86  N5 1.008
14 H -0.06 -1.69 -1.75  N5 1.034
15 O -2.84 -0.07 1.55  H16 0.918, H17 1.023
16 H -2.43 0.18 0.76  O15 0.918
17 H -3.55 0.67 1.61  O15 1.023
18 O -1.68 1.37 -1.76  H19 0.982, H20 0.938
19 H -1.41 1.87 -0.95  O18 0.982
20 H -1.43 0.51 -1.47  O18 0.938

Calculated values
HOMO energy: -8.213 eV
SMILES: CC(C)=CN.O.O
electronic energy: -365.37561 Eh

---

3.
Computed, not measured: a cluster of 2 separate species, C4H13NO2 in total, with ωB97M-V/def2-TZVPD.

Each atom is followed by the atoms it is bonded to, with distances in Å.
Positions of all 20 atoms, in Å:
1 C -1.01 0.84 1.11  C2 1.506, H7 1.090, H8 1.088, H9 1.093
2 C 0.50 0.76 1.07  C1 1.506, N3 1.483, C4 1.506, H10 1.098
3 N 0.86 -0.64 0.74  C2 1.483, H11 1.018, H12 1.013
4 C 1.18 1.76 0.18  C2 1.506, C5 1.537, H13 1.095, H14 1.091
5 C 0.82 1.64 -1.31  C4 1.537, O6 1.420, H15 1.087, H16 1.096
6 O 1.23 0.44 -1.95  C5 1.420, H17 0.965
7 H -1.36 1.87 1.04  C1 1.090
8 H -1.53 0.25 0.36  C1 1.088
9 H -1.37 0.45 2.06  C1 1.093
10 H 0.82 0.96 2.10  C2 1.098
11 H 1.86 -0.75 0.93  N3 1.018
12 H 0.41 -1.23 1.43  N3 1.013
13 H 2.27 1.66 0.25  C4 1.095
14 H 0.85 2.77 0.42  C4 1.091
15 H 1.28 2.45 -1.86  C5 1.087
16 H -0.27 1.69 -1.37  C5 1.096
17 H 1.41 -0.22 -1.27  O6 0.965
18 O -2.96 -4.72 -1.20  H19 0.959, H20 0.959
19 H -2.90 -5.63 -1.48  O18 0.959
20 H -2.08 -4.34 -1.24  O18 0.959

Calculated values
HOMO energy: -9.703 eV
SMILES: C[C@@H](N)CCO.O
electronic energy: -365.42026 Eh

---

4.
Computed, not measured: a cluster of 3 separate species, C4H13NO2 in total, with ωB97M-V/def2-TZVPD.

Each atom is followed by the atoms it is bonded to, with distances in Å.
Positions of all 20 atoms, in Å:
1 C 0.00 1.04 2.67  C2 1.496, H6 1.089, H7 1.088, H8 1.097
2 C -0.36 -0.13 1.80  C1 1.496, C3 1.337, H9 1.086
3 C 0.23 -0.44 0.64  C2 1.337, N4 1.407, H10 1.082
4 N -0.38 -1.33 -0.27  C3 1.407, C5 1.449, H11 1.006
5 C 0.36 -2.49 -0.72  N4 1.449, H12 1.090, H13 1.100, H14 1.086
6 H 0.99 1.47 2.55  C1 1.089
7 H -0.20 0.81 3.72  C1 1.088
8 H -0.65 1.87 2.40  C1 1.097
9 H -1.20 -0.76 2.06  C2 1.086
10 H 1.11 0.06 0.26  C3 1.082
11 H -1.38 -1.35 -0.24  N4 1.006
12 H 0.02 -2.84 -1.70  C5 1.090
13 H 0.16 -3.34 -0.05  C5 1.100
14 H 1.40 -2.22 -0.84  C5 1.086
15 O -1.37 0.67 -2.47  H16 0.959, H17 0.969
16 H -2.31 0.71 -2.61  O15 0.959
17 H -1.31 -0.06 -1.84  O15 0.969
18 O 1.54 2.23 -0.72  H19 0.954, H20 0.953
19 H 0.68 1.95 -1.01  O18 0.954
20 H 2.16 1.78 -1.28  O18 0.953

Calculated values
HOMO energy: -8.171 eV
SMILES: C/C=C/NC.O.O
electronic energy: -365.39587 Eh

---

5.
Computed, not measured: a cluster of 3 separate species, C4H13NO2 in total, with ωB97M-V/def2-TZVPD.

Each atom is followed by the atoms it is bonded to, with distances in Å.
Positions of all 20 atoms, in Å:
1 C -0.55 2.24 0.24  C2 1.341, H6 1.096, H7 1.086
2 C -0.07 0.99 0.34  C1 1.341, N3 1.395, C4 1.507
3 N -0.94 -0.10 0.34  C2 1.395, H8 1.013, H9 1.011
4 C 1.40 0.69 0.44  C2 1.507, C5 1.561, H10 1.069, H11 1.104
5 C 1.67 0.43 1.96  C4 1.561, H12 1.103, H13 1.093, H14 1.080
6 H 0.11 3.07 -0.06  C1 1.096
7 H -1.52 2.55 0.61  C1 1.086
8 H -0.71 -0.96 0.83  N3 1.013
9 H -1.93 0.02 0.53  N3 1.011
10 H 2.12 1.41 0.11  C4 1.069
11 H 1.46 -0.34 0.05  C4 1.104
12 H 2.73 0.13 2.01  C5 1.103
13 H 1.60 1.34 2.57  C5 1.093
14 H 1.13 -0.30 2.55  C5 1.080
15 O 0.23 -2.44 -0.61  H16 0.964, H17 0.965
16 H -0.02 -2.79 -1.47  O15 0.964
17 H 1.19 -2.36 -0.59  O15 0.965
18 O -1.56 -0.83 -2.33  H19 0.977, H20 0.966
19 H -1.05 -0.95 -1.51  O18 0.977
20 H -2.36 -0.43 -1.96  O18 0.966

Calculated values
HOMO energy: -8.067 eV
SMILES: C=C(N)CC.O.O
electronic energy: -365.39408 Eh

---

6.
Computed, not measured: a cluster of 2 separate species, C4H13NO2 in total, with ωB97M-V/def2-TZVPD.

Each atom is followed by the atoms it is bonded to, with distances in Å.
Positions of all 20 atoms, in Å:
1 C 0.16 1.89 0.40  N2 1.530, H7 1.123, H8 1.103, H9 1.081
2 N 0.62 0.80 -0.57  C1 1.530, C3 1.441, C4 1.493
3 C 2.00 0.83 -0.99  N2 1.441, H10 1.093, H11 1.125, H12 1.200
4 C 0.34 -0.49 0.12  N2 1.493, C5 1.583, H13 1.136, H14 1.066
5 C 0.22 -1.78 -0.80  C4 1.583, O6 1.380, H15 1.190, H16 1.116
6 O -0.15 -2.79 0.07  C5 1.380, H17 0.912
7 H -0.08 2.85 -0.13  C1 1.123
8 H 0.83 2.15 1.24  C1 1.103
9 H -0.73 1.46 0.83  C1 1.081
10 H 2.63 0.45 -0.18  C3 1.093
11 H 2.16 0.20 -1.91  C3 1.125
12 H 2.34 1.97 -1.18  C3 1.200
13 H 1.25 -0.81 0.73  C4 1.136
14 H -0.43 -0.44 0.85  C4 1.066
15 H -0.69 -1.86 -1.56  C5 1.190
16 H 1.18 -1.95 -1.35  C5 1.116
17 H 0.56 -3.20 0.48  O6 0.912
18 O -2.85 1.31 1.20  H19 0.974, H20 1.011
19 H -2.80 0.59 1.86  O18 0.974
20 H -2.95 2.15 1.75  O18 1.011

Calculated values
HOMO energy: -8.440 eV
SMILES: CN(C)CCO.O
electronic energy: -365.35624 Eh

---

7.
Computed, not measured: a cluster of 3 separate species, C4H13NO2 in total, with ωB97M-V/def2-TZVPD.

Each atom is followed by the atoms it is bonded to, with distances in Å.
Positions of all 20 atoms, in Å:
1 C -0.95 1.64 0.39  C2 1.523, H6 1.085, H7 1.093, H8 1.087
2 C -0.09 0.45 0.80  C1 1.523, C3 1.521, C4 1.329
3 C -0.78 -0.90 0.67  C2 1.521, H9 1.092, H10 1.088, H11 1.091
4 C 1.00 0.61 1.55  C2 1.329, N5 1.428, H12 1.088
5 N 1.68 1.85 1.73  C4 1.428, H13 1.007, H14 1.014
6 H -0.30 2.50 0.35  C1 1.085
7 H -1.39 1.46 -0.59  C1 1.093
8 H -1.78 1.77 1.08  C1 1.087
9 H -0.80 -1.18 -0.38  C3 1.092
10 H -0.30 -1.69 1.25  C3 1.088
11 H -1.81 -0.79 1.01  C3 1.091
12 H 1.39 -0.24 2.10  C4 1.088
13 H 2.55 1.73 2.23  N5 1.007
14 H 1.08 2.44 2.29  N5 1.014
15 O -0.46 -3.74 -2.93  H16 0.973, H17 0.958
16 H -1.18 -3.17 -2.62  O15 0.973
17 H 0.36 -3.32 -2.66  O15 0.958
18 O 0.79 0.20 -2.43  H19 0.955, H20 0.968
19 H 0.97 0.72 -1.66  O18 0.955
20 H 0.02 -0.35 -2.21  O18 0.968

Calculated values
HOMO energy: -8.746 eV
SMILES: CC(C)=CN.O.O
electronic energy: -365.40694 Eh

---

8.
Computed, not measured: a cluster of 2 separate species, C4H13NO2 in total, with ωB97M-V/def2-TZVPD.

Each atom is followed by the atoms it is bonded to, with distances in Å.
Positions of all 20 atoms, in Å:
1 C -0.64 -2.20 0.76  N2 1.445, H7 1.095, H8 1.091, H9 1.099
2 N -1.12 -0.95 0.21  C1 1.445, C3 1.462, H10 1.015
3 C -0.13 0.09 -0.08  N2 1.462, C4 1.525, H11 1.096, H12 1.080
4 C -0.79 1.46 -0.12  C3 1.525, C5 1.540, H13 1.087, H14 1.092
5 C 0.26 2.58 0.00  C4 1.540, O6 1.417, H15 1.087, H16 1.093
6 O 1.13 2.47 1.11  C5 1.417, H17 0.969
7 H -1.52 -2.86 0.76  C1 1.095
8 H 0.16 -2.73 0.24  C1 1.091
9 H -0.23 -2.10 1.77  C1 1.099
10 H -1.82 -0.50 0.78  N2 1.015
11 H 0.69 0.11 0.65  C3 1.096
12 H 0.33 -0.07 -1.04  C3 1.080
13 H -1.31 1.61 -1.07  C4 1.087
14 H -1.43 1.59 0.76  C4 1.092
15 H -0.23 3.55 0.05  C5 1.087
16 H 0.84 2.57 -0.93  C5 1.093
17 H 1.81 1.82 0.87  O6 0.969
18 O 1.73 -2.06 -1.51  H19 0.966, H20 0.974
19 H 1.20 -1.96 -2.31  O18 0.966
20 H 1.07 -2.42 -0.89  O18 0.974

Calculated values
HOMO energy: -8.944 eV
SMILES: CNCCCO.O
electronic energy: -365.39506 Eh